The following is a quantum chemistry calculation of a structure of composition C5H7CrO4 at a distorted geometry, from the Open Molecules 2025 dataset.

Geometry as XYZ:
```
17
Properties=species:S:1:pos:R:3:forces:R:3:mulliken_charge:R:1
O -1.518 -0.501 -0.724 -0.2416 0.1250 -0.0856 -0.88
C -1.131 0.835 -0.693 -0.1713 -0.1168 0.1325 -0.34
C 0.377 0.958 -0.831 0.0656 0.4291 -0.3091 -0.51
O 0.959 0.023 0.101 0.6250 0.6228 0.2431 -0.25
C 2.316 0.095 0.266 0.2629 0.0802 0.0755 0.12
C 2.935 -0.467 1.298 -0.0226 0.0494 -0.1813 -0.82
Cr -0.258 -1.770 0.039 -0.5029 -0.8682 -0.0254 0.59
H -1.442 1.309 0.258 0.1262 0.0226 -0.1902 0.26
H -1.587 1.422 -1.512 0.0778 -0.1383 0.1557 0.31
H 0.722 1.973 -0.592 -0.0350 -0.1936 -0.0141 0.39
H 0.710 0.688 -1.845 -0.0970 0.0047 0.2199 0.32
H 2.842 0.636 -0.525 -0.1161 -0.1397 0.2131 0.33
H 2.388 -0.991 2.082 0.1502 0.1835 -0.1912 0.26
H 4.020 -0.399 1.364 -0.3468 -0.0696 -0.0040 0.25
O -3.157 -2.149 0.857 0.3437 0.9757 -1.3874 -0.41
C -3.667 -1.226 0.324 -1.4524 -1.0057 2.3650 0.79
O -4.508 -0.435 0.135 1.3344 0.0390 -1.0164 -0.38
```
Forces are in eV/Å.

- HOMO-LUMO gap (spin up / spin down) (eV) = 6.28 / 9.11
- 2S+1 = 6
- E_HOMO (spin up / spin down) (eV) = -6.43 / -9.27
- energy (Eh) = -1540.05959

---

The following is a quantum chemistry calculation of a structure of composition C5H7CuO4 at a distorted geometry, from the Open Molecules 2025 dataset.

Geometry as XYZ:
```
17
Properties=species:S:1:pos:R:3:forces:R:3:mulliken_charge:R:1
O 2.554 0.261 1.137 0.3264 0.4206 0.2069 -0.66
C 1.805 -0.520 0.495 0.6941 -0.9148 -0.0661 0.87
O 0.707 0.290 -0.015 0.2804 -0.3556 0.2959 -0.26
O 1.842 -1.693 0.228 -0.2469 0.5678 0.1517 -0.52
Cu 1.585 1.975 0.821 0.2518 -0.0043 0.2454 0.52
C -0.831 -0.031 -1.737 0.3878 -1.9313 -4.0155 -0.87
C -0.404 -0.330 -0.457 -2.1930 2.9301 2.2122 0.37
H -0.211 0.667 -2.311 -0.6516 -0.0139 0.1116 0.31
H -1.535 -0.703 -2.231 0.3911 0.3466 -0.1673 0.29
O -4.013 -0.069 0.907 -0.2936 0.5604 -0.0343 -0.52
C -2.812 -0.528 0.319 -1.0563 -0.8204 -1.5776 -0.43
C -1.908 0.624 -0.124 1.9379 -0.1254 2.9106 -0.61
H -4.314 -0.704 1.561 0.0642 -0.0550 -0.0468 0.32
H -3.074 -1.187 -0.526 0.1696 -0.0382 0.1216 0.16
H -2.279 -1.141 1.067 0.1688 0.4666 -0.3687 0.33
H -1.584 1.611 -0.504 -0.8906 -0.7491 -2.3522 0.41
H -2.243 1.331 0.662 0.6600 -0.2842 2.3727 0.29
```
Forces are in eV/Å.

- HOMO-LUMO gap (spin up / spin down) (eV) = 5.25 / 7.15
- 2S+1 = 3
- E_HOMO (spin up / spin down) (eV) = -6.83 / -8.94
- energy (Eh) = -2135.81639

---

The following is a quantum chemistry calculation of the molecule C5H7F2N at a distorted geometry, from the Open Molecules 2025 dataset.

Geometry as XYZ:
```
15
Properties=species:S:1:pos:R:3:forces:R:3:mulliken_charge:R:1
N 0.309 1.773 -0.549 -0.2571 -1.3871 -0.3246 -0.52
C -0.458 1.022 0.448 -0.4168 1.0573 0.9806 -0.72
C -0.528 -0.427 0.127 -0.8921 -0.7645 -0.1608 0.53
C 0.675 -1.254 0.024 0.2539 -0.0164 -0.0311 -0.61
C 1.910 -0.763 -0.015 -0.3654 0.5306 0.1378 -0.11
F 2.972 -1.584 -0.064 0.0444 0.0248 -0.0275 -0.25
C -1.742 -0.982 -0.017 1.0856 0.0898 0.0001 -0.25
F -1.901 -2.294 -0.285 0.0297 0.0716 0.0332 -0.25
H -0.128 1.674 -1.462 0.1010 0.1483 0.1470 0.21
H 0.304 2.721 -0.287 0.0658 1.3857 0.1071 0.20
H -1.497 1.450 0.622 0.9326 -0.6131 -0.2739 0.33
H 0.073 1.154 1.422 -0.2965 -0.1609 -0.5627 0.30
H 0.523 -2.330 -0.014 0.1350 0.1255 -0.0230 0.35
H 2.163 0.308 -0.015 -0.0379 -0.7228 -0.0456 0.40
H -2.675 -0.467 0.065 -0.3822 0.2312 0.0433 0.39
```
Forces are in eV/Å.

- HOMO-LUMO gap (eV) = 9.54
- E_HOMO (eV) = -8.69
- energy (Eh) = -449.15605

---

The following is a quantum chemistry calculation of a structure of composition C5H7F2NS at a distorted geometry, from the Open Molecules 2025 dataset.

Geometry as XYZ:
```
16
Properties=species:S:1:pos:R:3:forces:R:3:mulliken_charge:R:1
C -0.086 -1.879 -0.501 0.0051 3.1033 2.3515 -0.18
C -0.668 -0.348 0.560 1.6868 -5.3248 -2.0487 -0.56
C 1.656 -0.394 0.804 -2.9260 -0.5695 -1.2841 -0.65
C 0.635 1.461 -0.435 -0.1045 3.2740 2.1587 -0.88
C -1.951 0.169 0.120 0.8363 1.8846 -1.0138 0.50
N 0.502 0.333 0.508 2.1561 1.7143 0.0848 0.10
F -2.291 0.007 -1.283 0.6019 0.4014 1.7053 -0.30
F -2.944 -0.419 0.773 -1.1715 -0.4525 0.3083 -0.23
S 1.546 -2.027 -0.462 -0.9361 0.0370 -0.2067 -0.10
H -0.702 -2.664 -0.857 -0.5989 -0.5285 -0.5208 0.37
H 2.605 -0.018 0.688 1.7652 1.6080 -0.5966 0.45
H 1.641 -1.060 1.611 -0.6891 -0.3494 1.6146 0.43
H 1.484 2.216 -0.161 -1.1363 -1.7615 -0.2257 0.30
H 0.762 1.191 -1.448 -0.1126 -0.5783 -1.1865 0.34
H -0.287 2.156 -0.295 1.4431 -1.4404 -0.5451 0.27
H -1.902 1.275 0.379 -0.8195 -1.0178 -0.5953 0.14
```
Forces are in eV/Å.

- HOMO-LUMO gap (spin up / spin down) (eV) = 6.93 / 6.94
- E_HOMO (spin up / spin down) (eV) = -7.37 / -7.38
- energy (Eh) = -847.20581

---

The following is a quantum chemistry calculation of a cluster of 2 separate species, C5H7F2O4S in total at a distorted geometry, from the Open Molecules 2025 dataset.

Geometry as XYZ:
```
19
Properties=species:S:1:pos:R:3:forces:R:3:mulliken_charge:R:1
C -0.751 -0.683 1.155 0.6861 0.9934 -0.5264 -0.10
C -1.099 -0.711 2.410 -0.1809 0.7000 2.1040 0.40
C 1.978 0.411 -0.768 -0.3155 0.4229 0.2329 -1.08
C -0.284 1.378 -1.366 0.3094 0.1437 0.3275 -0.98
C 0.952 1.522 -0.459 0.2817 -0.5070 -1.5224 0.38
O -0.495 -3.138 0.721 -0.1980 -0.0035 -0.0814 -0.63
O -2.649 -2.021 0.281 0.1667 -0.1885 -0.0326 -0.63
O -0.789 -1.770 -1.274 0.0772 0.0214 0.1082 -0.67
O 0.657 1.636 0.834 -1.3286 -1.6268 1.4117 -0.54
F -1.815 -1.676 3.009 0.4951 0.5414 -0.6415 -0.19
F -0.820 0.206 3.346 0.0072 -0.2804 -0.6199 -0.23
S -1.212 -2.055 0.076 0.0256 -0.2455 -0.5758 1.26
H 2.345 0.497 -1.789 0.0677 -0.0708 -0.1418 0.38
H 2.810 0.473 -0.069 0.0564 0.0079 0.0010 0.30
H 1.475 -0.548 -0.646 -0.0035 -0.1182 -0.0009 0.19
H -0.646 0.354 -1.268 -0.0332 0.0461 -0.0652 0.10
H -0.031 1.573 -2.406 -0.0186 -0.0212 -0.1856 0.43
H -1.063 2.063 -1.042 -0.0531 0.1547 0.0178 0.27
H 1.435 2.490 -0.745 -0.0415 0.0305 0.1904 0.34
```
Forces are in eV/Å.

- HOMO-LUMO gap (spin up / spin down) (eV) = 6.13 / 6.12
- total charge = -1
- E_HOMO (spin up / spin down) (eV) = -5.58 / -5.57
- energy (Eh) = -1093.46219

---

The following is a quantum chemistry calculation of a cluster of 2 separate species, C5H7F3N2 in total at a distorted geometry, from the Open Molecules 2025 dataset.

Geometry as XYZ:
```
17
Properties=species:S:1:pos:R:3:forces:R:3:mulliken_charge:R:1
C -1.060 0.666 -1.130 0.5993 0.7893 -0.4236 -0.62
C -0.718 -0.253 0.065 -1.3750 -1.1570 -3.6619 0.81
C 0.119 0.640 0.753 2.7840 0.5792 3.4478 -0.47
C -1.883 -0.834 0.860 1.1281 0.2358 -0.7700 -1.49
C 2.856 -0.198 -0.243 -2.2262 -1.6053 -0.7074 0.55
N -0.405 1.955 -0.817 -0.6355 0.8439 -0.6176 -0.46
N 0.259 1.872 0.296 -0.2541 -0.6342 -0.2123 -0.29
F 2.541 -1.013 0.802 1.3578 1.1576 -0.3794 -0.19
F 2.887 -0.993 -1.323 0.2556 0.6067 0.3120 -0.20
F 3.881 0.582 -0.194 0.6472 -0.2601 0.8189 -0.17
H -0.609 0.459 -2.129 -0.4948 -0.5766 0.6591 0.28
H -2.124 0.853 -1.255 -0.1429 -0.0388 -0.1400 0.33
H -0.189 -1.135 -0.352 0.1913 0.3692 0.4625 0.27
H 0.655 0.330 1.670 -0.3936 0.4854 -0.5046 0.50
H -2.261 -1.646 0.255 -0.4252 -0.2973 0.2580 0.39
H -2.651 -0.092 1.050 -0.0050 -0.0409 0.4709 0.37
H -1.296 -1.192 1.692 -1.0108 -0.4569 0.9874 0.36
```
Forces are in eV/Å.

- HOMO-LUMO gap (spin up / spin down) (eV) = 7.88 / 8.98
- E_HOMO (spin up / spin down) (eV) = -8.41 / -9.52
- energy (Eh) = -603.65496

---

The following is a quantum chemistry calculation of a cluster of 2 separate species, C5H7FN2 in total at a distorted geometry, from the Open Molecules 2025 dataset.

Geometry as XYZ:
```
15
Properties=species:S:1:pos:R:3:forces:R:3:mulliken_charge:R:1
C 1.426 -1.298 0.321 -1.2130 -1.2906 0.2783 -0.49
C 2.614 -0.669 0.052 -2.8761 2.4411 0.2617 -0.51
C 0.431 -0.290 0.448 -3.0368 0.3886 -1.0706 0.31
C -2.249 0.989 -0.356 1.6098 0.4776 0.3444 -0.80
C -1.852 -0.346 0.136 2.5510 -0.4313 1.5376 0.08
N 0.921 0.911 0.248 0.7322 -0.6377 0.0244 -0.59
N 2.241 0.688 0.021 1.1627 -0.0070 -0.1165 0.10
F -2.070 -1.341 -0.717 0.0778 -0.5111 -0.5124 -0.26
H 1.141 -2.357 0.417 0.7475 0.6150 -0.1920 0.33
H 3.548 -1.010 -0.264 1.2728 -0.3292 -0.0707 0.44
H -3.320 1.074 -0.656 0.7985 -0.1501 0.4040 0.35
H -1.949 1.633 0.538 -0.5963 -0.1952 -1.6176 0.26
H -1.558 1.129 -1.231 -0.8642 0.6393 0.7175 0.24
H -2.162 -0.633 1.137 0.0807 -0.0289 -0.0552 0.31
H 2.838 1.519 -0.093 -0.4466 -0.9806 0.0672 0.23
```
Forces are in eV/Å.

- HOMO-LUMO gap (eV) = 9.97
- E_HOMO (eV) = -9.09
- energy (Eh) = -403.96283

---

The following is a quantum chemistry calculation of a cluster of 2 separate species, C5H7FO in total at a distorted geometry, from the Open Molecules 2025 dataset.

Geometry as XYZ:
```
14
Properties=species:S:1:pos:R:3:forces:R:3:mulliken_charge:R:1
C 2.440 -0.750 -1.076 -2.1835 -1.8853 3.8807 -0.73
C -2.134 -0.771 0.948 0.3276 3.0098 -1.1721 -0.57
C 1.482 -0.214 -0.334 1.6038 -1.9489 0.4506 0.29
C -2.065 -0.613 -0.366 -1.6266 -3.9151 -0.0379 -0.01
C 0.839 1.753 0.723 3.0975 3.0029 2.1398 -0.48
O 0.745 0.765 -0.073 -2.1338 -0.3364 -1.7677 -0.21
F -2.104 0.376 -1.225 0.4654 1.8086 0.5144 -0.23
H 2.772 -0.276 -1.900 1.5652 1.2081 -2.8402 0.35
H 2.737 -1.768 -0.682 -0.0039 1.3230 -1.1395 0.21
H -2.146 0.089 1.567 0.1828 0.7084 0.7724 0.26
H -2.249 -1.694 1.418 -0.0165 -1.4625 0.1689 0.27
H 0.112 2.498 0.956 -1.2950 -0.4951 -0.6635 0.31
H 1.862 2.124 0.968 -0.6180 -0.8502 -0.0712 0.26
H -2.291 -1.520 -0.925 0.6353 -0.1673 -0.2347 0.28
```
Forces are in eV/Å.

- HOMO-LUMO gap (spin up / spin down) (eV) = 8.47 / 8.33
- E_HOMO (spin up / spin down) (eV) = -7.85 / -7.77
- energy (Eh) = -369.55653